(1)
A structure of composition C54H48ClN7O2SSe2SiV at a distorted geometry. Source: the Open Molecules 2025 dataset; level of theory: ωB97M-V with the def2-TZVPD basis set.

Geometry (Å):
H: -0.5772 -5.4433 -1.4428
C: 5.3481 5.5379 1.0886
N: -3.9087 -3.8204 -0.1177
Cl: -4.0319 2.4941 -2.2944
H: -0.1318 0.7241 -4.6158
H: -5.1096 1.8320 2.0062
C: 0.7299 7.0340 -3.2623
V: 0.2992 0.1299 0.4653
C: -0.9857 5.3753 -3.2346
C: -2.5198 1.6323 -2.4364
C: -1.8677 1.5402 -3.6537
H: -4.3361 5.4479 4.1853
C: 3.8393 1.6116 2.2754
H: -5.8409 -5.7055 -5.1298
C: -1.6545 -5.3491 -3.2898
H: 3.3136 0.2107 0.7502
C: 1.7506 4.2348 -0.9039
H: 5.1791 -2.7310 1.1017
C: 4.5455 -3.5274 0.6970
C: -2.8100 -6.0619 -3.5968
H: -5.9066 4.0054 2.9170
C: 3.2526 -2.0097 3.5631
C: -4.8849 3.6879 3.0833
C: 2.3657 -2.7121 5.6852
H: -4.4574 -3.7747 -5.4253
H: -3.3301 -1.7855 -5.6112
C: 1.9816 2.5142 3.4649
C: 2.9819 4.7036 -0.2369
C: -1.9738 1.0543 -1.3139
C: -0.6283 -5.9830 -2.3929
H: 2.4487 6.6472 -2.0546
H: -0.8782 -7.0309 -2.1960
H: -2.4953 1.1003 -0.3703
H: -2.0175 4.6965 4.5887
Si: 2.7438 -3.2038 1.0350
H: 2.2470 6.6546 0.2781
H: 4.7284 -3.5939 -0.3801
C: -5.0483 -6.3453 -4.7347
H: -1.5434 -1.7970 -5.4472
N: -0.9143 0.9364 1.8954
N: -0.9564 2.4019 3.7496
H: -1.9473 4.9990 -3.5711
H: 2.2406 -2.5632 6.7506
H: 1.8650 -4.7189 -0.6598
N: -0.7975 0.4242 -1.3509
H: -0.3703 3.0560 4.2391
C: 4.2548 6.3939 0.9820
H: 4.0134 2.8505 -0.5108
H: 0.0282 -1.6667 2.4329
C: -4.4414 2.4756 2.5685
C: -1.4697 -4.0336 -3.7884
H: 4.8985 1.5652 2.0660
O: 2.5853 -1.7617 0.2110
H: -0.6358 3.6780 -1.9783
C: 1.3022 2.9646 -0.5966
C: 3.0982 5.9861 0.3301
H: 1.5650 3.2176 4.1756
C: -2.2387 -2.1186 0.0661
H: 0.7660 -0.2247 -2.5141
C: -1.3394 -3.2972 2.4153
C: -4.0100 4.4890 3.8025
H: 1.8439 -5.4940 0.9433
H: 0.6097 -4.2899 0.4996
H: 3.8603 -1.3123 2.9967
C: -0.2531 4.6281 -2.3297
H: -2.2982 1.9814 -4.5441
H: -1.0871 7.1848 -4.4153
C: -2.8874 -3.3505 0.5790
C: 3.3332 2.4783 3.2596
H: 3.9972 3.1294 3.8136
C: 1.7536 -3.7905 5.0576
C: 5.2493 4.2607 0.5444
H: 4.8504 -4.4735 1.1615
H: 1.1730 -4.4984 5.6383
C: -2.7025 4.0770 4.0184
C: -0.6730 0.8553 -3.6897
Se: -4.0789 -2.7321 -1.5375
C: 1.1372 1.6701 2.7260
C: 1.4722 6.2887 -2.3531
C: -0.7829 -2.1511 1.8938
H: 1.1367 7.9691 -3.6347
Se: 0.1526 -3.0746 -3.4609
C: 0.9056 1.8287 -0.2669
N: -1.1871 -1.5292 0.7499
C: 1.6676 -4.5565 0.4039
C: -0.2901 1.6585 2.7976
C: 2.6037 -3.0590 2.9029
H: -5.4401 -6.8630 -3.8543
H: -2.9274 -7.0679 -3.1962
C: -2.5346 -3.4698 -4.5306
C: -3.1351 2.0610 2.7849
C: -3.6639 -4.2295 -4.8336
C: -2.2652 2.8603 3.5146
C: 3.1270 -1.8240 4.9343
H: 1.3692 -4.7912 3.2050
H: -0.9420 -3.7003 3.3359
H: -2.8613 -4.8249 2.1583
H: -2.5333 -1.3860 -4.0656
N: -2.7514 -1.6372 -1.0355
C: 1.8697 -3.9541 3.6820
C: -0.5112 6.5979 -3.7092
H: 4.3039 7.3883 1.4159
C: -2.4891 -2.0292 -4.9515
H: 6.0945 3.5818 0.6096
H: 3.6229 -0.9854 5.4121
H: 6.2518 5.8549 1.5965
S: -2.5540 0.5063 2.2092
N: 1.6365 0.8164 1.7826
O: 1.3053 -1.2397 -0.1302
H: -4.8279 -7.1071 -5.4904
C: 4.0868 3.8503 -0.0961
C: 1.0002 5.0613 -1.8403
C: -0.1659 0.3164 -2.5222
C: -2.4021 -3.9256 1.7691
C: -3.8215 -5.5323 -4.3887
C: 2.9712 0.8388 1.5577
H: 0.3670 -5.9131 -2.8364

Atoms 1-2, force components in eV/Å:
H 0.0 0.0 0.0
C 0.0 -0.1 0.0

## Properties
Net charge   -2
<S²>   3.88
ΔE to the lowest compared entry with this formula, charge and spin   0.000 eV
LUMO level (alpha / beta)   0.1299 / 0.1179 hartree
Frontier orbital gap (alpha / beta)   0.162 / 0.157 hartree
Multiplicity   4

(2)
A cluster of 16 separate species, C68H148O32 in total at a distorted geometry. Source: the Open Molecules 2025 dataset; level of theory: ωB97M-V with the def2-TZVPD basis set.

Geometry (Å):
H: 0.2842 1.0460 0.2958
C: 0.1007 4.8279 -0.9029
C: 3.2116 -1.4578 -3.5428
C: 0.1060 -0.9887 2.4152
H: 4.5213 -3.7365 0.0240
C: -5.4157 -5.7722 3.2962
C: -2.9147 -0.5046 -2.9837
H: 5.9741 4.7043 -1.1693
H: 2.8234 -8.0293 -4.7896
H: 7.1215 -0.7992 -2.5177
H: 6.2504 -1.8746 1.2996
O: -6.2693 -4.8085 3.8999
O: -3.2201 -4.9803 4.0954
H: 3.1947 -7.3869 -0.0031
C: -4.1904 -6.0662 4.1864
H: -5.2612 0.3829 -0.1857
O: -1.9060 4.9759 3.2559
O: 0.7929 -4.5953 -4.6567
C: -3.3003 -4.0283 5.1061
H: -6.6176 0.9580 0.8193
C: 1.1020 -5.8625 -4.3630
C: 3.0621 -7.1540 -4.1631
C: 5.8714 1.4135 -2.1211
O: 2.6576 3.7306 1.7928
H: 1.6535 6.6165 -4.2567
H: -3.9564 2.7624 0.8403
H: -2.0910 -0.1346 0.2784
H: -3.6573 -6.8887 3.7839
H: -2.2390 -6.8867 -1.1886
H: 8.4574 1.1390 1.1247
H: -1.2884 -4.7821 -4.5286
H: -10.1988 -0.6573 -2.3931
C: -6.0730 2.8151 -3.3953
H: -7.6291 -3.4161 3.3427
H: -0.5823 -3.1054 -6.3537
H: 3.8209 -3.1809 3.8237
C: 1.9946 -5.1163 5.2023
C: 2.6527 7.0160 -4.2073
H: 6.8559 -1.0482 -4.2722
C: -0.6448 -2.8554 -5.2835
H: 4.3540 -3.7366 -2.4640
H: 2.4202 1.9546 -0.4198
C: -5.1381 -1.0934 3.5926
H: -2.9104 -0.9066 -1.9402
H: -2.1096 -2.6597 3.9187
H: 4.7332 2.2850 -6.1166
H: 8.9090 -2.3009 1.1300
H: -5.9251 -6.7206 3.0855
O: -2.5080 -1.9694 5.8240
H: -4.2549 -3.4618 5.1171
H: -6.0159 -0.9611 4.2249
C: -0.4688 -4.0662 -4.3846
O: -6.6619 3.4835 -1.2004
C: -6.2039 0.0599 0.3490
H: 0.1296 -7.3430 1.7204
H: 1.3541 2.8830 -3.7600
C: -9.0984 0.9383 -0.8531
H: 3.5122 3.5166 -5.9919
H: -0.1733 -1.9081 2.9139
H: -1.5512 -2.3139 -5.1100
H: 2.8151 -7.3902 -3.0743
C: -2.6393 -4.7546 -0.8760
C: -6.0249 3.9133 -2.3853
O: -7.0407 -0.4411 -0.6551
O: 5.3268 4.7579 0.7645
H: 0.5934 3.8673 1.7112
H: 8.5375 -2.3438 -0.6481
C: -1.5813 -0.9451 5.6888
H: -5.4692 3.1182 -4.2867
H: 7.9791 0.2046 -3.6843
C: -8.4201 -0.3646 -0.3942
C: 5.8563 0.6795 -3.4470
H: -1.5790 -1.8501 0.7206
H: -8.5518 -0.4654 0.6432
C: 8.1938 -1.9862 0.3189
O: -9.0329 1.0951 -2.2600
H: 7.2306 4.7358 0.0912
H: 4.0445 1.7948 1.3788
H: 3.4027 -0.5604 -4.0431
C: 1.5151 1.2128 5.1533
C: 6.6507 3.6277 -4.5113
C: -3.7193 -3.8151 -0.4078
H: 6.8732 2.6227 -4.8617
O: -3.9400 -1.0812 -3.7494
C: 4.9871 1.1537 1.3848
H: 6.9282 -3.5118 0.9482
H: -4.4246 -0.5229 4.2242
H: 6.3567 3.2256 -0.3144
H: 3.9628 1.7555 3.9748
H: 4.1152 -6.8978 -4.2373
O: 1.7030 -0.3210 0.7853
C: -2.6735 4.5779 2.2767
C: 4.0508 4.8814 0.2488
H: 0.1655 -2.1498 -5.0150
H: -0.4427 -3.8489 -3.2898
H: -5.0877 -5.3303 2.3571
C: 1.3715 3.7272 2.4541
H: -7.9933 4.9892 -0.9875
C: -1.4122 6.3044 3.1301
C: 0.9992 0.3735 -0.2056
O: 1.7022 2.3652 4.4654
H: 0.0562 2.2515 3.2656
H: -2.9492 0.5848 -2.9548
H: 3.2658 6.2426 -4.6417
H: 5.1493 0.8646 4.9004
H: -1.3561 -0.7145 4.6807
O: 0.3546 -6.6411 -3.8754
C: 4.6402 7.4898 -2.6773
H: 5.1544 6.5090 -2.4723
H: -4.8297 -2.1601 3.5124
C: 6.2560 4.3436 -0.1824
C: 4.7769 -2.8282 -0.5643
C: -5.2401 -0.7898 -3.2808
C: 1.7993 -6.3141 1.1853
O: -3.2868 3.4795 2.7350
H: 2.9484 -2.9596 -1.6232
C: 5.1489 0.5134 2.7396
H: -6.9962 0.4271 -3.7503
H: -7.1139 2.7910 -3.7499
C: -1.6126 3.1089 -1.9230
H: 7.0458 3.7050 -3.5376
C: 3.0042 5.0073 1.2875
H: -6.6047 4.7712 -2.7899
H: 4.1445 5.8045 -0.4195
C: 1.9324 -3.8923 4.3552
H: 2.1647 0.3802 4.8251
H: -1.5990 2.5756 -2.9280
H: 1.8441 1.3792 6.1812
H: -5.5796 -1.9049 0.9485
H: 5.6714 2.2712 3.7221
H: 2.0731 -6.3273 -0.9287
H: -2.6109 3.5144 -1.7036
O: 4.4969 4.2224 -3.7302
H: 2.2770 -1.3069 -2.9476
C: 4.5558 3.3331 -5.9514
O: 5.0449 0.7792 -4.3503
H: 1.8201 -2.0604 1.7540
C: 1.0467 -1.4565 1.3365
H: -1.3547 2.4629 -1.0783
H: -10.1482 0.9622 -0.5473
H: 3.7786 4.0758 -0.4207
H: -3.4658 -6.4667 0.0242
H: -8.9251 -1.2132 -0.8835
H: -11.0732 0.7950 -2.8504
C: -7.3760 -4.4593 3.1624
H: 2.7765 -1.9008 4.0116
C: -7.2220 4.4759 -0.4365
H: -4.6136 -4.3416 -0.1652
C: 1.9626 2.6582 -2.8499
H: -7.5688 3.9643 0.4569
H: 3.0105 -2.3268 -4.2075
C: -10.0741 0.3282 -2.8921
O: 1.1538 1.8362 -1.9609
H: -7.1654 -4.5149 2.1147
C: -3.1009 -6.2005 -0.9565
H: 2.9235 -5.4044 5.6755
H: -3.9436 -3.0626 -1.2023
H: -5.0068 4.2722 -2.1528
H: 0.1925 -5.6355 2.4422
H: -1.1321 8.0113 4.2561
H: 1.1903 -5.0554 6.0314
O: 5.3518 -0.6909 2.9264
C: -6.0399 -1.0193 1.4288
H: -1.9754 -0.0260 6.0331
C: 0.3370 -6.2778 1.5699
C: 3.1558 7.1704 -2.7794
H: 5.0194 0.3252 0.6671
H: 1.5836 1.4690 2.6095
O: 8.0979 -0.5781 0.1801
H: 5.8292 1.8580 1.2575
H: -2.8639 -0.9566 1.6311
H: 2.3071 3.5895 -2.3120
C: -1.9512 -0.8686 1.0597
C: -1.4024 6.9930 4.4327
H: -8.5983 1.8735 -0.4992
H: 4.8759 8.2104 -1.8859
H: -7.0177 -1.3387 1.8478
H: 7.0978 4.2450 -5.2719
H: 1.4985 -7.8088 -0.3313
H: 3.3581 5.6493 2.0937
H: -0.2511 -5.8943 0.7579
H: 9.3087 -0.2803 1.9281
H: 2.1407 5.4996 0.7566
H: -1.2193 -3.4820 5.2069
H: -5.2034 -0.8662 -2.1885
O: 2.6716 -5.8454 1.8628
H: 3.3832 -2.7035 5.5061
H: 2.8220 7.8616 -4.8116
H: 2.8482 2.0632 -3.1310
C: -2.1776 -3.0873 4.9403
O: -0.7683 4.9136 -3.1599
H: 2.6795 0.5668 -1.5740
C: -5.8818 0.5344 -3.7357
H: -5.5140 0.6487 -4.7683
O: 0.9586 -3.7406 3.6636
C: 3.0068 -2.8661 4.4639
H: 0.7338 5.6469 -1.2717
H: -1.9850 -0.9469 -3.4280
C: 4.0244 -2.8916 -1.8600
H: -6.4659 5.2357 -0.1765
H: 1.3346 4.5120 3.2023
O: 2.4613 7.0572 -1.8188
H: -4.4120 1.9112 2.2359
H: 5.1073 7.8970 -3.5833
H: -0.6360 -1.1932 6.2525
O: -2.8693 5.0915 1.2201
H: -4.5071 -6.2019 5.2543
H: -3.3146 -4.4970 6.0794
O: -5.2035 -0.4107 2.3828
O: 4.2706 -1.7725 -2.6214
C: 5.1764 3.7863 -4.6415
H: 4.9075 3.8915 -6.8322
H: 5.1059 2.1792 -2.0521
H: -3.8207 -6.2599 -1.7783
H: -1.9981 6.8303 2.3394
H: 0.4450 -1.9721 0.5826
H: -5.9071 -1.6164 -3.6265
C: 1.1295 2.3266 3.1375
C: 1.9225 1.2003 -1.0327
H: -0.6513 5.1652 -0.1784
O: -5.5512 1.6191 -2.9026
O: -0.9708 -0.1730 1.8862
C: 2.1963 -7.0071 -0.0823
H: 0.6411 -0.3361 3.1381
H: 0.4300 0.9025 5.1221
H: 0.4163 -0.2645 -0.9452
C: 4.9788 1.4128 3.9510
C: -4.2716 2.9063 1.8832
H: -0.5792 6.5669 4.9904
H: -5.1603 3.5154 1.7975
H: 6.8915 1.7449 -1.9322
O: 2.3848 -5.9694 -4.6310
C: -0.6999 4.3109 -2.1102
H: 1.6940 -6.0077 4.6289
H: -8.2656 -5.0757 3.3403
H: -3.4163 -3.4121 0.5119
H: 5.6407 0.7132 -1.3527
H: 7.5432 -0.1004 2.0374
O: -1.5884 -4.3577 -1.2454
H: -2.3443 7.0389 4.9739
C: 8.4158 0.1222 1.3933
H: -9.8266 0.1028 -3.9075
H: 0.6951 4.0529 -0.4793
H: 4.3692 -1.9615 0.0226
O: 6.1459 -2.5624 -0.6954
C: 6.8097 -2.4960 0.5328
C: 7.0252 -0.3134 -3.4860
H: -0.4049 6.3103 2.7553

Atoms 1-2, force components in eV/Å:
H -0.1 -0.1 -0.4
C -0.8 0.6 -1.6

## Properties
Net charge   0
LUMO level   0.0185 hartree
Frontier orbital gap   0.340 hartree

(3)
A cluster of 2 separate species, C4H9O in total at a distorted geometry. Source: the Open Molecules 2025 dataset; level of theory: ωB97M-V with the def2-TZVPD basis set.

Geometry (Å):
H: -0.1891 1.5221 0.2280
O: 2.7107 -0.8027 -1.6875
H: 1.8243 -1.3634 0.9774
C: -0.4076 0.8412 -0.6022
H: 1.5904 0.5129 1.1218
H: -5.6069 -0.7932 2.6365
C: 2.0588 0.0314 -0.8905
H: 0.4054 -1.1483 -1.2768
C: 1.5952 -0.4021 0.5399
H: 2.3337 1.0979 -0.8206
H: -5.1035 -1.1961 2.2920
H: -0.3209 1.4323 -1.5161
H: -1.4652 0.6000 -0.4058
C: 0.5747 -0.3319 -0.5962

Atoms 1-2, force components in eV/Å:
H 0.3 0.0 -0.1
O 0.3 0.6 0.0

## Properties
Net charge   -1
ΔE to the lowest compared entry with this formula, charge and spin   1.895 eV
LUMO level   0.1511 hartree
Frontier orbital gap   0.210 hartree

(4)
A cluster of 5 separate species, C38H38ClF7IN2O in total at a distorted geometry. Source: the Open Molecules 2025 dataset; level of theory: ωB97M-V with the def2-TZVPD basis set.

Geometry (Å):
H: -2.7893 0.0514 2.6511
H: -2.9428 -4.1152 4.7743
C: -0.5177 -3.8670 -1.2622
H: -2.7300 -0.3384 -2.4346
H: 4.4376 1.0022 -8.4049
H: -1.3709 0.1462 -0.5508
F: -1.0425 -6.5704 6.1438
H: 2.0900 4.3180 -5.5811
C: 4.5377 2.2378 -6.6539
C: -2.7600 -4.8394 3.9413
C: -0.8017 -7.8684 5.8583
C: 0.4246 -8.4163 6.1844
C: 1.2751 5.6232 -2.3912
H: -1.7168 -2.2301 3.7716
C: -0.7172 4.3258 -2.0146
C: -1.4145 -5.0551 -1.7555
H: 0.3144 2.3764 2.3522
H: 0.9959 3.4366 -7.6337
H: 1.6231 -10.1949 6.1542
H: 2.6852 7.7388 1.8716
H: -3.0948 -5.8739 4.1734
H: -1.1487 1.1686 3.8857
H: -0.5965 -4.4549 4.2869
C: 1.0263 8.9519 -0.8062
C: 2.5949 3.5961 -6.2116
H: -2.2094 -2.0632 -2.5538
C: -1.4788 -2.5114 2.7258
C: 2.0178 10.7378 0.4368
H: -0.5298 -3.0617 -2.0250
C: -0.3097 -10.5198 5.2754
C: 3.8647 3.1614 -5.8758
H: -0.2433 -0.3604 3.6831
C: -0.0942 5.5603 -2.1492
H: -0.9550 -5.8114 3.0620
H: 3.1182 10.1546 2.1851
H: 1.3154 6.9702 -0.0560
H: -3.3753 -4.4796 3.0744
F: -4.0463 -0.9689 0.0318
H: 2.2060 11.7953 0.5757
H: -1.8547 0.7113 1.2326
N: -0.8861 -4.2281 1.1606
C: -1.8192 -0.0001 2.0856
C: -3.7436 -1.7074 -1.0786
H: 0.8673 11.0076 -1.3675
C: -1.5363 -9.9546 4.9478
C: 0.0385 3.1725 -2.1130
H: 1.7602 6.5852 -2.5007
C: 0.4826 1.2802 2.4519
H: -2.7399 -8.1656 5.0058
O: -2.0728 -4.8622 -2.7278
H: 0.5395 -4.2416 -1.1868
C: -1.2077 -1.8920 0.3042
F: 0.2930 8.5315 -1.8563
C: -0.8881 -3.3388 0.1593
F: -4.8126 -1.5301 -1.9399
C: -1.4999 -1.4617 1.6905
C: 1.5233 8.0222 0.0903
C: 2.2836 8.4580 1.1679
C: -1.7868 -8.6212 5.2457
C: -0.7015 0.4884 3.1119
C: 0.6691 -9.7524 5.8954
C: -1.2286 -4.8010 3.4368
H: 1.3712 1.1630 3.1292
N: -1.1914 -3.7710 2.3389
I: -1.5121 -7.0073 -0.8529
C: 2.6499 2.1642 -8.1445
F: -0.5673 1.9708 -1.9771
H: 1.9654 2.2991 -2.4142
H: -0.2718 -0.9811 -1.4400
C: 1.9867 3.0978 -7.3564
F: -3.7408 -3.0616 -0.8154
H: 1.1784 -7.8008 6.6595
C: -2.4691 -1.2417 -1.8375
H: -1.7831 4.2554 -1.8342
H: 5.5329 1.9197 -6.3690
H: -0.1172 -11.5611 5.0467
C: 2.5284 9.8144 1.3421
H: -2.2972 -10.5526 4.4615
H: -0.6732 6.4700 -2.0667
C: 1.3991 3.2202 -2.3469
Cl: 1.0034 0.6383 0.8336
H: 3.0850 4.5036 -2.6851
C: -1.2386 -0.9023 -0.8894
C: 3.9231 1.7326 -7.7924
C: 2.0203 4.4541 -2.4924
C: 1.2664 10.3040 -0.6475
F: 4.4580 3.6472 -4.7690
H: 2.1725 1.7730 -9.0352

Atoms 1-2, force components in eV/Å:
H 0.7 -0.3 -0.8
H 0.2 -0.9 -0.5

## Properties
Net charge   +1
ΔE to the lowest compared entry with this formula, charge and spin   1.347 eV
LUMO level   -0.1510 hartree
Frontier orbital gap   0.241 hartree

| no. | molecular weight (g mol⁻¹) |
| --- | --- |
| 1 | 1131.50 |
| 2 | 1477.90 |
| 3 | 73.11 |
| 4 | 834.08 |